[1]
Entry from the Open Molecules 2025 dataset: 3 unconnected molecules or ions with the total composition C3H9NO2 (ωB97M-V/def2-TZVPD).

- ΔE to the lowest compared entry with this formula, charge and spin: 6.898 eV
- Kohn-Sham gap (alpha / beta): 7.970 / 8.195 eV

```
15
Properties=species:S:1:pos:R:3:forces:R:3
O -0.753447 -1.620641 -1.723497 -0.2 0.2 -0.1
N -0.456825 -1.308152 0.539887 0.0 0.7 0.7
H 1.149345 -0.062769 -2.184118 0.2 0.0 -0.1
H -1.611881 -1.249477 -1.475549 0.1 -0.1 0.0
H -1.843615 1.337223 1.674987 0.1 0.0 0.0
H -0.550421 2.465226 1.257114 0.0 -0.2 -0.1
H 0.206968 -1.557268 1.266935 0.0 0.2 0.0
C 0.091507 -1.433813 -0.661483 0.7 0.9 -0.6
C 1.167055 0.378320 -1.196707 -0.3 -1.2 -0.1
H 2.088870 0.262342 -0.643799 0.0 0.1 0.0
C -0.751302 1.453447 1.645555 -0.2 -0.3 0.5
H 1.023814 -1.973068 -0.801051 -0.1 -0.1 0.1
H -0.349298 1.415485 2.667884 -0.2 0.0 0.0
O -0.126318 0.537280 0.798753 -0.1 -0.1 -0.2
H 0.715547 1.355864 -1.164910 -0.1 -0.1 0.2
```
Positions in Å, forces in eV/Å.

***

[2]
Entry from the Open Molecules 2025 dataset: 2 unconnected molecules or ions with the total composition C3H9NO2 (ωB97M-V/def2-TZVPD).

- Structure (SMILES): CNC(C)=O.O
- ΔE to the lowest compared entry with this formula, charge and spin: 2.857 eV
- Kohn-Sham gap: 9.652 eV

```
15
Properties=species:S:1:pos:R:3:forces:R:3
H -0.787527 0.690962 -1.232907 0.1 0.9 2.3
H 1.774664 1.080807 -2.399688 0.6 1.9 1.0
H -1.668235 -0.273752 -0.162552 1.0 3.1 1.1
H -0.613804 -1.791018 1.861199 1.1 -1.1 -1.7
H -1.801289 1.568982 0.041299 0.8 -0.5 -0.2
C -1.045161 0.759510 -0.099585 -3.7 -1.0 -3.5
H 1.091331 -0.269000 2.231837 -0.8 0.3 -1.8
H -0.850061 -1.382023 0.163756 1.2 -0.5 0.5
H 0.677373 -2.195360 0.461818 0.7 -1.2 0.1
N 0.584431 -0.272240 1.309298 -0.1 -2.2 -0.2
H 1.161711 0.037909 -2.880509 -2.1 0.6 0.8
O 0.592567 1.848712 1.298890 0.8 5.5 0.9
C 0.068752 0.905722 0.855386 0.2 -4.3 -0.1
O 0.850476 0.835449 -2.332739 2.0 -2.5 -2.2
C -0.035221 -1.544667 0.884499 -1.8 1.2 3.0
```
Positions in Å, forces in eV/Å.

***

[3]
Entry from the Open Molecules 2025 dataset: 2 unconnected molecules or ions with the total composition C3H9NO2 (ωB97M-V/def2-TZVPD).

- Structure (SMILES): CN(C)C=O.O
- ΔE to the lowest compared entry with this formula, charge and spin: 2.499 eV
- Kohn-Sham gap: 9.949 eV

```
15
Properties=species:S:1:pos:R:3:forces:R:3
H 2.825552 -0.307340 -0.173330 -0.7 -0.8 -1.8
H 0.372301 1.437806 1.292419 -0.5 0.4 0.7
H 0.129196 -1.967823 1.052797 0.0 -1.4 -1.3
O 0.743720 2.208147 -0.586583 -0.1 -2.8 3.1
O -3.706554 -0.182984 -0.559283 -0.4 -1.4 -1.8
H -4.249677 -0.007512 -1.352196 0.5 -0.4 0.4
C 0.622719 1.269160 0.263053 0.3 1.9 -4.4
C 0.304159 -0.933965 1.078001 -1.0 3.5 0.4
H 0.871426 -0.768071 1.984371 0.8 0.0 0.2
H -3.826533 0.604774 -0.089673 -0.1 1.8 1.4
C 1.946073 -0.279524 -0.920650 1.1 -0.6 -0.8
H 1.702048 -1.153519 -1.608121 1.1 0.6 1.2
H 2.158909 0.578215 -1.652487 -0.8 -1.0 1.5
N 0.799959 -0.065726 -0.074350 -1.4 1.1 1.7
H -0.693298 -0.431637 1.346031 1.2 -1.1 -0.5
```
Positions in Å, forces in eV/Å.

***

[4]
Entry from the Open Molecules 2025 dataset: 2 unconnected molecules or ions with the total composition C3H9NO2 (ωB97M-V/def2-TZVPD).

- Structure (SMILES): CNC(C)=O.O
- ΔE to the lowest compared entry with this formula, charge and spin: 2.673 eV
- Kohn-Sham gap: 9.292 eV

```
15
Properties=species:S:1:pos:R:3:forces:R:3
H -0.918025 0.111711 -0.408949 0.5 -0.4 0.4
H -0.837052 2.392159 -0.644350 1.2 0.2 0.9
H -3.585326 -0.794389 0.757413 1.7 0.6 -2.0
C 1.097674 -0.200283 -0.101773 -1.1 -2.8 1.4
H 1.151158 -2.122823 -1.017500 -1.2 0.2 2.2
O -2.915605 -0.593725 0.007007 -3.2 0.5 -0.3
O 2.217152 0.163180 0.009016 3.0 2.9 -0.1
C -0.130692 1.942048 0.106771 -2.6 -1.1 2.8
N -0.019843 0.539272 -0.211494 -0.7 0.0 -0.9
H -0.176045 -1.873933 0.719019 3.3 -0.2 -2.6
H -0.703056 1.905734 1.235853 1.4 0.8 -3.0
H 0.853853 2.335261 0.283777 0.2 0.6 -0.4
C 0.971137 -1.705354 0.074790 -2.2 -2.2 0.6
H -3.500580 -0.256768 -0.773765 1.5 -1.0 2.2
H 1.812884 -2.245954 0.722049 -1.8 1.9 -1.3
```
Positions in Å, forces in eV/Å.

***

[5]
Entry from the Open Molecules 2025 dataset: a single C3H9NO2 molecule (ωB97M-V/def2-TZVPD).

- Structure (SMILES): NC(CO)CO
- ΔE to the lowest compared entry with this formula, charge and spin: 2.439 eV
- Kohn-Sham gap: 10.464 eV

```
15
Properties=species:S:1:pos:R:3:forces:R:3
H -1.206977 -0.320527 -0.698437 1.5 0.7 0.6
H 0.300359 1.468234 1.247971 -0.3 0.2 1.0
H 1.814745 -0.598611 -0.066223 -1.1 0.3 0.5
H -1.402478 1.747381 0.536101 1.4 0.0 0.3
H 0.673344 -1.604337 0.863142 -0.7 1.7 1.3
C 0.726598 -0.885434 0.036817 2.4 -3.0 -1.6
H 0.619414 0.532396 -2.137079 -0.6 -0.1 0.0
O -1.457910 0.249475 1.777889 1.2 -0.1 0.8
C -0.226281 0.192984 -0.346963 -2.8 -0.4 1.5
C -0.633485 1.016701 0.914970 -2.0 0.1 -2.6
O 0.730478 -1.975228 -0.955899 0.0 0.2 -1.2
H 0.912606 1.731021 -1.192329 -0.3 0.0 0.8
N 0.160854 1.073303 -1.398565 1.3 0.2 -1.5
H -0.124709 -2.428279 -0.993231 0.2 0.4 0.2
H -0.886559 -0.199080 2.411836 -0.2 -0.1 0.0
```
Positions in Å, forces in eV/Å.

***

[6]
Entry from the Open Molecules 2025 dataset: 2 unconnected molecules or ions with the total composition C3H9NO2 (ωB97M-V/def2-TZVPD).

- Multiplicity: 2
- ΔE to the lowest compared entry with this formula, charge and spin: 1.342 eV
- Net charge: +1
- Kohn-Sham gap (alpha / beta): 9.474 / 4.596 eV
- Expectation value of S²: 0.756

```
15
Properties=species:S:1:pos:R:3:forces:R:3
H -0.610003 -0.509747 2.003922 0.3 -0.6 -0.2
C -0.075686 -0.824531 -0.080376 2.4 -4.3 1.2
H 1.897187 0.441019 1.469975 -0.5 0.2 0.2
H 0.997856 1.671257 0.589791 0.2 0.4 0.1
O -1.763269 1.440748 -3.074604 0.1 -0.3 -1.2
C 0.939129 0.994829 1.435436 0.3 -0.8 -0.7
H -1.446726 1.141654 -2.253138 0.0 0.3 2.3
H 0.918637 -2.334823 0.978099 -0.1 0.1 -0.4
H -1.282975 0.759120 -3.556326 -0.3 0.2 -1.3
H -1.122813 0.649186 0.845288 -0.3 0.5 0.2
H 0.910363 -2.518292 -0.765577 0.0 -0.4 0.0
H 0.808387 1.551882 2.378933 -0.2 -0.4 -0.5
C -0.267735 0.052206 1.134340 -0.5 1.2 0.5
O -0.387293 -0.366469 -1.178695 0.2 -0.3 0.2
N 0.484942 -2.148041 0.072932 -1.6 4.1 -0.5
```
Positions in Å, forces in eV/Å.

***

[7]
Entry from the Open Molecules 2025 dataset: 2 unconnected molecules or ions with the total composition C3H9NO2P (ωB97M-V/def2-TZVPD).

- ΔE to the lowest compared entry with this formula, charge and spin: 2.235 eV
- Net charge: -1
- Kohn-Sham gap (alpha / beta): 7.914 / 6.123 eV

```
16
Properties=species:S:1:pos:R:3:forces:R:3
H -0.653922 0.036168 -2.803252 0.0 0.1 -0.1
C -1.599777 0.185406 -2.282617 0.0 0.1 0.0
N 1.127439 0.252159 1.954823 -0.4 0.7 -0.2
H -1.781917 1.258689 -2.216793 0.0 0.0 -0.1
H 0.838984 -1.779196 1.400419 0.0 0.0 -0.1
H 2.323716 -1.417272 2.319896 0.0 -0.1 -0.1
O 0.267707 2.639661 1.291362 -0.6 0.0 0.3
P 0.829639 1.399619 0.699762 0.0 -0.1 0.1
H 2.165791 -0.890343 0.624747 0.1 -0.2 0.0
H 0.364859 0.213330 2.621427 0.1 0.1 -0.1
C 1.629199 -1.037193 1.560817 0.1 -0.2 0.0
H -2.410345 -0.232855 -0.288180 0.0 0.1 0.2
O 2.013624 1.463254 -0.197289 0.1 -0.6 -0.4
H -2.399621 -0.245756 -2.913803 0.1 0.0 0.0
H -1.166365 -1.427451 -0.854943 0.2 -0.1 0.1
C -1.549011 -0.418221 -0.916378 0.3 0.3 0.2
```
Positions in Å, forces in eV/Å.

***

[8]
Entry from the Open Molecules 2025 dataset: a molecular structure, C3H9NO2P2 (ωB97M-V/def2-TZVPD).

- ΔE to the lowest compared entry with this formula, charge and spin: 6.492 eV
- Kohn-Sham gap (alpha / beta): 7.708 / 7.306 eV

```
17
Properties=species:S:1:pos:R:3:forces:R:3
P -0.870685 -0.347782 1.274325 0.5 1.1 -1.6
C -2.239939 -0.062888 -0.089818 2.1 0.4 1.2
O -1.327847 -0.496737 2.677899 0.1 -0.2 -1.1
C 0.389300 -1.435240 0.409118 -0.6 -1.2 -0.5
H 1.697961 0.160512 -2.342320 -1.2 0.9 0.7
H 0.896500 -2.079631 1.095642 0.4 0.0 1.2
H -0.047136 0.705289 -1.706097 0.5 -1.0 -0.3
P 1.500528 0.041041 0.093024 0.7 -0.3 -0.5
N 0.346573 0.859929 0.979145 -1.5 0.8 2.1
H 0.106332 -2.260650 -0.318820 0.0 1.7 0.1
H -1.811029 0.656178 -0.862923 -0.7 -1.0 1.1
H 0.443424 1.730800 1.519551 0.1 -0.8 -0.5
H 1.201890 1.757442 -1.467654 0.7 -0.9 -0.3
H -2.297379 -1.090109 -0.504747 -0.8 0.8 0.1
H -3.096630 0.392284 0.451413 0.3 -0.7 -0.7
C 1.045189 0.644984 -1.546151 0.5 1.1 -1.0
O 4.062949 0.824580 0.338414 -1.1 -0.3 -0.1
```
Positions in Å, forces in eV/Å.